Record 1
{"formula": "C40H35F6NO24S", "method": "ωB97M-V with the def2-TZVPD basis set", "e_lumo_ev": -1.6, "homo_lumo_gap_ev": 7.8, "smiles": "CC(=O)OCCCN(CCCC(F)(F)C(F)(F)F)S(=O)(=O)F.O=C1C=C(O)C(=O)C=C1O.O=C1C=C(O)C(=O)C=C1O.O=C1C=C(O)C(=O)C=C1O.O=C1C=C(O)C(=O)C=C1O.O=C1C=C(O)C(=O)C=C1O", "e_tot_ev": -119816.1088, "e_homo_ev": -9.40, "symbols": ["C", "C", "O", "O", "C", "C", "C", "N", "C", "C", "C", "C", "F", "F", "C", "F", "F", "F", "S", "O", "O", "F", "H", "H", "H", "H", "H", "H", "H", "H", "H", "H", "H", "H", "H", "H", "H", "O", "C", "C", "C", "O", "C", "O", "C", "C", "O", "H", "H", "H", "H", "O", "C", "C", "C", "O", "C", "O", "C", "C", "O", "H", "H", "H", "H", "O", "C", "C", "C", "O", "C", "O", "C", "C", "O", "H", "H", "H", "H", "O", "C", "C", "C", "O", "C", "O", "C", "C", "O", "H", "H", "H", "H", "O", "C", "C", "C", "O", "C", "O", "C", "C", "O", "H", "H", "H", "H"], "coordinates": [[6.55, 1.12, -0.83], [5.09, 1.37, -1.07], [4.21, 0.67, -0.66], [4.83, 2.48, -1.83], [4.07, 3.49, -1.14], [3.26, 4.25, -2.18], [2.71, 5.55, -1.62], [1.87, 5.33, -0.41], [0.40, 5.33, -0.66], [-0.01, 4.36, -1.76], [0.04, 2.90, -1.27], [-1.31, 2.35, -0.84], [-1.16, 1.68, 0.34], [-2.25, 3.30, -0.64], [-1.89, 1.29, -1.80], [-2.96, 0.70, -1.27], [-0.99, 0.35, -2.06], [-2.27, 1.86, -2.95], [2.22, 6.40, 0.77], [2.74, 7.63, 0.26], [1.14, 6.47, 1.71], [3.39, 5.69, 1.51], [6.64, 0.46, 0.03], [7.00, 0.68, -1.72], [7.05, 2.07, -0.65], [4.76, 4.17, -0.65], [3.41, 3.02, -0.42], [3.95, 4.53, -2.98], [2.49, 3.61, -2.62], [2.09, 6.04, -2.37], [3.55, 6.21, -1.40], [-0.07, 4.99, 0.27], [0.03, 6.34, -0.82], [-1.02, 4.65, -2.04], [0.60, 4.47, -2.65], [0.44, 2.28, -2.07], [0.72, 2.80, -0.43], [2.14, 4.16, 3.81], [2.57, 4.29, 4.94], [2.84, 3.18, 5.83], [3.29, 3.42, 7.07], [3.57, 2.46, 7.95], [3.52, 4.82, 7.58], [3.92, 4.92, 8.73], [3.27, 5.93, 6.69], [2.82, 5.70, 5.45], [2.57, 6.67, 4.59], [2.66, 2.18, 5.46], [3.87, 2.91, 8.77], [3.46, 6.92, 7.06], [2.26, 6.26, 3.75], [4.84, 0.03, 9.29], [4.75, -1.06, 8.77], [5.61, -2.19, 9.09], [5.43, -3.35, 8.46], [6.16, -4.43, 8.68], [4.35, -3.54, 7.41], [4.28, -4.64, 6.88], [3.48, -2.43, 7.11], [3.66, -1.26, 7.74], [2.90, -0.19, 7.53], [6.38, -2.04, 9.84], [5.81, -5.12, 8.08], [2.70, -2.58, 6.37], [3.25, 0.54, 8.09], [-1.01, -1.97, 0.69], [-1.02, -3.04, 0.12], [-0.10, -4.13, 0.40], [-0.19, -5.26, -0.30], [0.61, -6.31, -0.12], [-1.22, -5.45, -1.39], [-1.21, -6.51, -1.99], [-2.15, -4.38, -1.65], [-2.07, -3.24, -0.94], [-2.88, -2.21, -1.12], [0.64, -3.98, 1.18], [0.32, -6.98, -0.77], [-2.90, -4.53, -2.41], [-2.59, -1.52, -0.49], [-4.75, -0.86, -8.20], [-4.18, -1.52, -7.36], [-3.97, -2.95, -7.43], [-3.34, -3.57, -6.43], [-3.11, -4.88, -6.41], [-2.84, -2.83, -5.22], [-2.30, -3.49, -4.35], [-3.03, -1.40, -5.14], [-3.66, -0.77, -6.15], [-3.88, 0.53, -6.18], [-4.34, -3.47, -8.31], [-2.64, -5.06, -5.58], [-2.66, -0.88, -4.27], [-4.35, 0.71, -7.01], [-6.00, -3.56, -4.95], [-6.91, -4.35, -4.81], [-6.74, -5.79, -4.72], [-7.82, -6.57, -4.59], [-7.76, -7.89, -4.49], [-9.22, -6.00, -4.53], [-10.13, -6.80, -4.43], [-9.39, -4.57, -4.60], [-8.31, -3.79, -4.73], [-8.36, -2.46, -4.81], [-5.74, -6.18, -4.76], [-8.69, -8.20, -4.41], [-10.39, -4.17, -4.55], [-7.44, -2.15, -4.90]]}

---

Record 2
{"formula": "C3H5N3", "method": "ωB97M-V with the def2-TZVPD basis set", "e_lumo_ev": 0.8, "e_above_lowest_kcal_mol": 58.59, "homo_lumo_gap_ev": 10.2, "smiles": "Cn1ccnn1", "e_tot_ev": -7659.9149, "e_homo_ev": -9.35, "symbols": ["C", "N", "C", "C", "N", "N", "H", "H", "H", "H", "H"], "coordinates": [[1.52, -0.35, -0.05], [0.11, -0.29, 0.09], [-0.44, 0.82, 0.06], [-1.77, 0.42, -0.09], [-1.84, -0.91, 0.00], [-0.72, -1.41, 0.08], [1.70, -1.08, -0.80], [2.18, -0.47, 0.87], [1.86, 0.57, -0.40], [0.17, 1.77, 0.18], [-2.77, 0.92, 0.06]]}

---

Record 3
{"formula": "CHNOS2", "method": "ωB97M-V with the def2-TZVPD basis set", "e_lumo_ev": [-1.9, -1.9], "e_above_lowest_kcal_mol": 26.44, "homo_lumo_gap_ev": [7.0, 7.0], "e_tot_ev": -26258.7409, "e_homo_ev": [-8.95, -8.96], "symbols": ["C", "N", "O", "S", "S", "H"], "coordinates": [[0.87, -0.58, 0.51], [-0.69, 0.29, -0.33], [0.46, -1.18, 1.37], [1.93, 0.00, -0.48], [-1.45, 1.50, 0.18], [-1.13, -0.02, -1.24]]}